1.
36
Properties=species:S:1:pos:R:3 method="wB97M-V/def2-TZVPD" smiles=O.O.O.O.O.O.O.O.O.O.O.O
O -2.340 2.029 -0.180
H -2.253 1.185 -0.591
H -2.730 2.581 -0.937
O 1.216 2.623 0.657
H 1.672 1.678 0.930
H 0.593 2.394 -0.207
O 2.122 -0.480 3.139
H 1.092 -0.792 3.134
H 2.106 0.438 3.318
O -0.421 -3.087 -0.569
H -0.509 -2.130 -0.314
H 0.009 -3.159 -1.530
O -2.630 -0.950 1.865
H -2.668 -1.031 1.023
H -1.978 -0.243 1.767
O 0.206 1.818 -1.350
H -0.684 2.117 -1.675
H 0.709 1.804 -2.190
O -0.431 0.928 2.256
H -0.127 1.811 1.732
H -0.601 1.076 3.162
O 0.410 0.217 -3.541
H 1.086 -0.451 -3.756
H -0.438 -0.001 -3.115
O -0.176 -0.423 -0.353
H 0.058 -0.321 0.647
H 0.193 0.374 -0.861
O 2.287 -2.394 0.429
H 1.522 -2.887 0.416
H 2.454 -2.532 1.348
O 3.138 0.227 -0.044
H 2.989 0.270 -0.974
H 2.857 -0.744 -0.016
O -3.112 -0.453 -0.983
H -3.091 -1.475 -1.049
H -2.542 -0.035 -1.600

=====

2.
36
Properties=species:S:1:pos:R:3 method="wB97M-V/def2-TZVPD" smiles=O.O.O.O.O.O.O.O.O.O.O.O
O -0.903 -0.297 -2.249
H -1.548 0.464 -2.431
H -1.277 -1.123 -2.641
O -1.375 -3.064 -1.927
H -0.398 -2.733 -1.886
H -1.338 -3.822 -2.500
O 2.212 2.325 2.564
H 1.599 1.827 3.139
H 3.071 1.985 2.764
O 1.115 -2.293 -1.725
H 1.769 -2.983 -1.683
H 1.491 -1.456 -1.560
O 1.398 -1.464 1.343
H 2.157 -1.745 1.871
H 0.605 -2.098 1.369
O 0.564 0.317 3.354
H -0.381 0.182 3.567
H 0.862 -0.307 2.678
O -1.080 -2.915 1.341
H -1.054 -3.718 0.785
H -1.637 -2.263 0.951
O -2.089 -0.609 0.205
H -1.803 0.200 0.687
H -1.614 -0.513 -0.607
O 1.102 3.226 0.039
H 1.401 2.965 0.940
H 1.553 2.528 -0.427
O -1.598 2.613 0.403
H -0.655 2.564 0.271
H -1.702 3.421 1.000
O -1.903 2.299 -2.205
H -1.864 2.383 -1.292
H -1.335 2.966 -2.599
O 1.840 0.435 -1.288
H 1.058 0.565 -1.846
H 1.759 0.136 -0.405

=====

3.
36
Properties=species:S:1:pos:R:3 method="wB97M-V/def2-TZVPD" smiles=O.O.O.O.O.O.O.O.O.O.O.O
O 1.888 -0.340 -0.535
H 2.755 -0.346 -0.215
H 2.004 0.480 -0.921
O -1.122 0.220 2.524
H -0.896 0.650 3.309
H -1.645 0.729 2.072
O -2.223 -1.682 -0.037
H -2.152 -0.769 0.386
H -2.726 -1.547 -0.920
O 2.239 0.912 2.218
H 1.782 0.920 1.262
H 2.133 -0.066 2.243
O -2.881 1.603 0.824
H -3.524 1.127 0.243
H -3.353 2.376 1.124
O -1.247 3.111 -0.854
H -0.676 2.996 -0.156
H -1.957 2.793 -0.211
O 1.865 2.215 -0.704
H 1.606 2.452 -1.573
H 2.393 2.924 -0.327
O -0.812 0.173 -1.014
H -0.960 1.066 -0.808
H 0.091 -0.127 -0.546
O 0.343 -2.819 0.173
H 0.061 -3.718 0.435
H -0.581 -2.451 0.121
O -1.029 -0.744 -3.581
H -0.329 -1.316 -3.632
H -0.824 -0.212 -2.765
O 1.044 -1.128 2.448
H 1.228 -1.402 1.503
H 0.119 -0.729 2.643
O 2.475 -2.816 -1.813
H 1.735 -2.357 -1.415
H 3.173 -2.162 -1.498

=====

4.
36
Properties=species:S:1:pos:R:3 method="wB97M-V/def2-TZVPD" smiles=O.O.O.O.O.O.O.O.O.O.O.O
O 13.299 -16.263 -16.203
H 13.030 -16.904 -16.850
H 13.311 -16.721 -15.305
O 11.708 -21.282 -13.319
H 11.659 -20.396 -13.563
H 10.861 -21.541 -13.683
O 7.824 -15.734 -17.450
H 8.794 -15.659 -17.479
H 7.506 -14.916 -17.822
O 8.474 -15.614 -14.691
H 7.940 -15.186 -15.308
H 8.003 -15.377 -13.890
O 10.797 -14.525 -13.850
H 9.923 -14.866 -14.112
H 11.188 -14.049 -14.594
O 8.234 -18.311 -16.117
H 7.866 -17.455 -16.376
H 9.156 -18.497 -16.377
O 12.894 -19.570 -15.378
H 13.007 -18.731 -14.946
H 12.044 -19.326 -15.709
O 13.458 -17.166 -13.758
H 14.086 -17.788 -13.381
H 12.654 -17.335 -13.288
O 10.887 -17.734 -15.082
H 10.809 -17.694 -14.134
H 10.537 -16.922 -15.446
O 8.169 -18.168 -13.383
H 8.635 -17.444 -13.022
H 8.413 -18.125 -14.301
O 11.362 -18.171 -12.353
H 11.962 -18.465 -11.694
H 10.945 -17.485 -11.915
O 10.549 -15.621 -16.972
H 10.197 -14.836 -16.572
H 11.440 -15.597 -16.570

=====

5.
Molecular formula: H24O12Xe
Method: DFT, ωB97M-V/def2-TZVPD

```
37
H24O12Xe (ωB97M-V/def2-TZVPD)
Xe -0.387 -0.219 0.429
O 0.024 3.235 -0.276
H -0.190 2.673 -1.020
H -0.065 4.126 -0.614
O -2.970 1.574 -0.963
H -3.570 1.138 -1.569
H -2.118 1.528 -1.396
O 0.320 1.105 3.927
H 0.895 0.484 3.480
H -0.030 1.655 3.226
O 2.160 1.415 -2.526
H 2.426 1.535 -1.614
H 2.860 0.889 -2.913
O -1.110 2.675 2.120
H -1.715 1.996 1.821
H -0.534 2.829 1.372
O 2.136 -2.318 -1.903
H 1.233 -2.606 -1.776
H 2.626 -3.125 -2.059
O -0.547 1.999 -2.571
H -0.660 2.686 -3.228
H 0.366 1.728 -2.663
O 3.593 -1.360 0.127
H 3.092 -0.867 0.777
H 2.962 -1.556 -0.565
O -2.055 -3.992 0.761
H -2.465 -3.152 0.966
H -1.587 -3.837 -0.060
O -0.534 -3.293 -1.389
H -1.233 -2.806 -1.826
H -0.445 -4.097 -1.901
O 2.236 -0.904 2.856
H 3.127 -0.709 3.148
H 2.120 -1.836 3.046
O -3.239 0.748 1.853
H -3.437 -0.173 2.022
H -3.286 0.832 0.900
```

In elementary charge units, the Mulliken charges are: Xe -0.02; O -0.65; H 0.39; H 0.26; O -0.62; H 0.28; H 0.29; O -0.67; H 0.32; H 0.42; O -0.67; H 0.31; H 0.30; O -0.69; H 0.30; H 0.44; O -0.67; H 0.38; H 0.31; O -0.64; H 0.31; H 0.35; O -0.66; H 0.36; H 0.37; O -0.63; H 0.28; H 0.43; O -0.84; H 0.34; H 0.33; O -0.64; H 0.31; H 0.30; O -0.63; H 0.30; H 0.34

=====

6.
41
Properties=species:S:1:pos:R:3 method="wB97M-V/def2-TZVPD" total_charge=-2
S 0.041 0.137 0.074
O -0.120 1.455 -0.499
O -0.356 -0.881 -0.914
O 1.441 -0.048 0.513
O -0.871 0.072 1.130
O -0.266 3.418 1.106
H -0.102 2.463 0.689
H 0.548 3.565 1.481
O -2.802 -1.445 -1.150
H -3.030 -1.535 -2.187
H -1.780 -1.268 -1.147
O -3.636 0.169 0.807
H -2.678 0.183 1.189
H -3.499 -0.450 0.090
O -2.012 2.705 -2.004
H -1.240 2.269 -1.322
H -2.768 2.179 -1.721
O -0.654 -1.160 -3.535
H -0.702 -1.126 -2.570
H -1.002 -2.068 -3.678
O 1.268 3.060 -1.815
H 1.117 3.983 -1.322
H 0.839 2.421 -1.289
O -1.130 0.610 3.573
H -1.084 -0.251 4.147
H -0.806 0.310 2.702
O 2.131 -2.137 1.590
H 1.903 -1.215 1.291
H 1.889 -2.725 0.705
O 3.239 1.272 1.795
H 2.591 0.941 1.063
H 2.781 1.518 2.649
O 3.515 -0.353 -1.285
H 4.281 -0.576 -0.748
H 2.708 -0.536 -0.777
O -0.902 -2.427 2.019
H -1.124 -2.845 1.365
H -0.826 -1.438 1.679
O 1.136 -2.909 -0.948
H 1.450 -3.285 -1.761
H 0.505 -2.048 -0.993

=====

7.
41
Properties=species:S:1:pos:R:3 method="wB97M-V/def2-TZVPD" total_charge=-2
S 0.290 -0.066 0.324
O 1.196 -1.169 0.097
O 0.217 0.780 -0.854
O -1.071 -0.582 0.525
O 0.677 0.828 1.449
O 1.893 -1.255 -2.577
H 2.312 -0.416 -2.768
H 1.623 -1.186 -1.662
O -2.926 1.117 0.053
H -2.130 0.679 0.355
H -2.709 1.433 -0.824
O -4.893 -0.931 -0.080
H -3.983 -0.646 -0.170
H -5.364 -0.447 -0.758
O 1.613 -3.112 1.538
H 1.462 -2.327 1.012
H 2.263 -3.612 1.043
O -2.435 -1.462 2.514
H -1.951 -0.966 1.854
H -3.353 -1.247 2.351
O -1.930 -1.892 -1.456
H -1.235 -1.817 -2.110
H -1.535 -1.566 -0.647
O 3.879 -1.426 -0.056
H 2.926 -1.345 -0.014
H 4.129 -1.763 0.804
O -0.086 3.558 -0.032
H -0.129 2.601 -0.027
H -0.109 3.795 -0.959
O 3.158 0.734 2.206
H 2.318 1.011 1.841
H 2.928 0.095 2.881
O 2.546 1.277 -2.155
H 1.750 1.196 -1.629
H 2.361 1.995 -2.760
O -1.298 0.643 -3.149
H -0.850 0.718 -2.306
H -1.411 1.547 -3.442
O -0.118 1.713 3.579
H 0.191 1.028 2.985
H -0.219 2.485 3.023

=====

8.
38
Properties=species:S:1:pos:R:3 method="wB97M-V/def2-TZVPD" total_charge=-1
O 2.564 0.091 2.719
H 2.705 1.081 2.448
H 1.374 -2.123 0.847
O -2.815 -1.354 -0.592
H -2.256 -1.235 0.203
H -3.079 -0.416 -0.782
O -0.178 1.902 0.698
H -0.168 0.953 -0.201
O -0.472 -2.438 -1.774
H -1.410 -2.029 -1.582
H -0.163 -2.004 -2.513
O 0.934 -2.227 1.748
H -2.657 2.413 -1.067
H 1.573 -1.941 2.275
O 2.258 1.646 -0.091
H 1.300 1.908 0.080
H 2.443 1.712 0.801
O -0.973 0.554 3.441
H -0.845 -0.221 2.862
H -0.674 1.766 1.484
O -0.548 0.433 -1.128
H -1.437 0.353 -0.702
H -1.971 2.204 0.415
O -2.603 2.566 -0.199
H 2.143 -0.152 1.795
H -1.494 1.225 2.983
O 2.567 -1.161 0.264
H 3.284 -1.849 0.106
H 2.287 -0.861 -0.629
O -0.738 2.494 -3.410
H -0.838 1.635 -4.064
H -1.158 1.979 -2.568
O -1.482 -2.522 1.459
H -0.704 -2.832 0.903
H -0.864 -2.389 2.206
O 1.214 0.281 -3.130
H 0.908 0.742 -2.349
H 1.973 -0.184 -2.956

=====

9.
38
Properties=species:S:1:pos:R:3 method="wB97M-V/def2-TZVPD" total_charge=-1
O 2.486 0.923 2.318
H -0.076 1.866 -1.032
H -2.493 -2.105 2.076
O -1.524 -1.122 3.646
H -2.057 -0.599 3.026
H -0.948 -0.200 0.060
O -3.231 -2.706 1.935
H -2.727 -3.380 1.378
O -0.375 -3.897 -2.344
H -1.040 -3.574 -1.661
H 0.269 -3.144 -2.358
O -3.279 2.284 -2.019
H 2.599 0.319 1.588
H -2.778 1.710 -1.459
O 1.816 -1.948 3.219
H 1.896 -0.941 3.223
H 1.079 -2.278 3.738
O -1.110 -0.789 0.863
H 2.064 0.217 -3.232
H 3.139 2.020 -0.577
O -0.410 1.156 -0.525
H -2.908 3.148 -1.913
H -0.771 -0.318 1.632
O 2.982 2.968 -0.738
H -0.741 -0.806 3.211
H 1.108 -1.434 -0.429
O -0.748 0.126 -4.136
H -1.056 0.553 -3.302
H -0.601 -0.823 -4.111
O 0.059 1.994 1.900
H -0.506 2.552 2.435
H 2.315 3.211 -0.051
O 1.270 -0.736 -1.091
H 1.755 1.754 -3.474
H -0.167 1.625 0.906
O 2.460 0.965 -3.752
H 0.521 -0.116 -1.085
H 1.728 1.526 2.134

=====

10.
Molecular formula: H26HeO13
Method: DFT, ωB97M-V/def2-TZVPD

```
40
H26HeO13 (ωB97M-V/def2-TZVPD)
He -0.178 0.109 -0.003
O 0.097 -3.079 -1.441
H 0.639 -3.397 -0.720
H 0.575 -2.324 -1.786
O 3.982 -1.632 -0.054
H 3.385 -0.914 0.154
H 4.693 -1.545 0.581
O -1.440 -2.226 1.020
H -1.963 -1.852 0.311
H -0.772 -2.748 0.576
O -3.113 1.274 0.394
H -2.216 1.608 0.392
H -3.552 1.762 -0.303
O 1.209 -0.802 -2.705
H 1.664 -0.565 -3.513
H 1.708 -0.368 -2.013
O -1.354 0.197 -2.709
H -1.707 -0.265 -1.949
H -0.504 -0.214 -2.867
O 2.478 0.663 -0.516
H 2.516 0.994 0.381
H 3.023 1.268 -1.019
O -2.226 2.690 -3.244
H -1.814 1.857 -3.017
H -2.807 2.880 -2.508
O -0.696 2.938 0.828
H 0.079 2.867 0.271
H -1.211 3.642 0.434
O 0.663 -0.924 2.483
H 0.833 -1.727 2.975
H 0.001 -1.173 1.838
O 2.808 0.860 2.288
H 2.111 0.209 2.372
H 3.600 0.403 2.572
O -2.892 -1.070 -0.825
H -3.725 -1.372 -1.186
H -3.133 -0.371 -0.217
O -0.397 1.142 4.202
H -0.083 0.720 5.001
H -0.279 0.482 3.519
```

In elementary charge units, the Mulliken charges are: He 0.02; O -0.65; H 0.32; H 0.37; O -0.63; H 0.36; H 0.28; O -0.76; H 0.48; H 0.31; O -0.65; H 0.31; H 0.32; O -0.75; H 0.28; H 0.41; O -0.70; H 0.33; H 0.47; O -0.66; H 0.31; H 0.29; O -0.62; H 0.44; H 0.25; O -0.63; H 0.30; H 0.30; O -0.70; H 0.30; H 0.36; O -0.67; H 0.41; H 0.30; O -0.78; H 0.26; H 0.36; O -0.63; H 0.27; H 0.39

=====

11.
38
Properties=species:S:1:pos:R:3 method="wB97M-V/def2-TZVPD" total_charge=+1
N 0.242 -0.645 -0.107
H 0.174 -1.640 -0.440
H -0.083 -0.494 0.734
H -0.288 -0.021 -0.737
H 1.109 -0.438 0.187
O -2.223 -2.811 0.521
H -2.171 -3.289 -0.388
H -2.994 -2.376 0.506
O -2.387 0.442 1.156
H -2.865 1.199 1.078
H -2.808 0.087 0.262
O 1.313 -3.190 -1.936
H 2.223 -3.440 -1.841
H 1.357 -2.249 -2.114
O -1.789 -0.765 3.443
H -2.552 -1.327 3.515
H -2.039 -0.319 2.535
O 1.309 1.239 1.612
H 2.064 0.656 1.678
H 1.583 1.888 0.963
O -2.133 -0.357 -2.701
H -2.394 -1.291 -3.063
H -2.913 -0.131 -2.261
O 2.238 -0.367 -2.440
H 2.681 -0.027 -3.245
H 3.030 -0.257 -1.864
O 3.604 -0.069 1.313
H 3.459 -1.095 1.444
H 4.027 0.145 0.366
O -0.994 2.251 -1.398
H -1.045 3.242 -1.578
H -1.182 2.214 -2.372
O -0.703 2.290 3.198
H -1.581 1.898 3.220
H -0.064 1.717 2.736
O 1.591 2.340 -0.332
H 2.368 2.356 -0.839
H 0.837 2.635 -0.820

=====

12.
Molecular formula: H26NeO13
Method: DFT, ωB97M-V/def2-TZVPD

```
40
H26NeO13 (ωB97M-V/def2-TZVPD)
Ne 0.357 -0.020 -0.360
O -0.764 3.312 0.383
H -0.566 4.248 0.336
H -0.311 3.010 1.170
O 4.040 -1.923 -1.804
H 3.233 -1.497 -1.513
H 4.202 -2.602 -1.149
O 1.296 2.333 -1.595
H 0.724 2.101 -0.863
H 0.795 2.977 -2.095
O -3.020 1.901 -0.634
H -2.437 2.516 -0.191
H -2.600 1.738 -1.479
O -1.115 -0.663 3.233
H -0.789 0.194 2.959
H -0.379 -1.258 3.086
O -0.860 -3.880 -1.696
H -1.089 -3.550 -0.826
H -0.009 -3.486 -1.886
O -2.284 -2.506 0.522
H -2.274 -2.892 1.397
H -2.515 -1.588 0.667
O -1.521 0.789 -2.914
H -1.098 0.157 -3.494
H -1.184 1.639 -3.198
O -3.466 -0.048 1.672
H -3.230 0.672 1.087
H -2.741 -0.099 2.295
O 0.985 -2.303 2.580
H 1.122 -3.178 2.216
H 1.551 -1.734 2.059
O 2.676 -0.601 1.365
H 3.054 0.186 1.756
H 3.423 -1.185 1.231
O 0.384 1.502 2.359
H 0.531 1.918 3.208
H 1.262 1.331 2.019
O 1.898 0.909 -4.101
H 1.243 0.330 -4.490
H 1.477 1.250 -3.311
```

In elementary charge units, the Mulliken charges are: Ne 0.00; O -0.62; H 0.30; H 0.31; O -0.60; H 0.29; H 0.31; O -0.66; H 0.33; H 0.28; O -0.65; H 0.39; H 0.33; O -0.69; H 0.41; H 0.39; O -0.61; H 0.34; H 0.28; O -0.58; H 0.27; H 0.33; O -0.63; H 0.26; H 0.29; O -0.71; H 0.36; H 0.33; O -0.68; H 0.33; H 0.37; O -0.61; H 0.27; H 0.27; O -0.63; H 0.29; H 0.25; O -0.59; H 0.30; H 0.34

=====

Record order is preserved below.
Frontier orbital gap: 9.670 11.149 9.045 10.307 9.219 8.638 9.090 8.596 9.870 10.669 8.816 9.686 eV
Record order is preserved below.
Calculated total energy: -917.14000 -917.30781 -917.16585 -917.24498 -1246.63517 -1616.43559 -1616.56073 -993.04895 -993.14818 -996.63105 -897.62794 -1122.64638 a.u.
Record order is preserved below.
Energy above the lowest of the compared OMol25 structures with the same formula, charge and spin: 116.3 11.0 100.1 50.4 13.6 119.3 40.8 118.5 56.2 22.1 105.0 33.7 kcal per mole